Here is a gas-phase ion, C26H33N2O3 (charge +1) in a non-equilibrium geometry from the OMol25 dataset. Energies are from wB97M-V/def2-TZVPD.

Its charge is +1. For the highest occupied orbital energy, the calculation gives -10.40 eV. The HOMO-LUMO gap is 8.3 eV. The SMILES is Cc1cc(C)c(NC(=O)C[N+](C)(C)C[C@@H](O)COc2cccc3ccccc23)c(C)c1. As for the energy relative to the best compared isomer or geometry (same formula, charge and spin): 8.0 kJ/mol.

CARTESIAN COORDINATES (ANGSTROEM)
C  1.291  3.807  -1.926
C  0.039  3.013  -1.740
C  -0.164  1.850  -2.469
C  -1.312  1.085  -2.321
C  -2.279  1.513  -1.412
C  -2.117  2.696  -0.685
C  -0.952  3.426  -0.859
H  -0.818  4.340  -0.299
C  -3.190  3.175  0.245
H  -2.793  3.907  0.942
H  -3.639  2.358  0.808
H  -3.984  3.655  -0.326
N  -3.462  0.738  -1.204
C  -3.572  -0.296  -0.370
O  -4.600  -0.909  -0.173
C  -2.233  -0.638  0.326
N  -2.321  -1.660  1.395
C  -3.274  -1.237  2.440
H  -2.955  -0.300  2.891
H  -3.321  -1.992  3.221
H  -4.262  -1.118  2.000
C  -2.785  -2.937  0.813
H  -3.762  -2.787  0.355
H  -2.082  -3.284  0.058
H  -2.872  -3.693  1.590
C  -0.969  -1.884  1.981
H  -0.281  -2.127  1.168
H  -1.039  -2.741  2.655
C  -0.362  -0.702  2.771
O  -0.883  -0.605  4.065
H  -0.439  -1.218  4.662
C  1.168  -0.843  2.756
O  1.561  -0.795  1.408
C  2.911  -0.853  1.111
C  3.904  -0.973  2.046
C  5.248  -1.048  1.643
C  5.585  -1.013  0.322
C  4.585  -0.891  -0.667
C  4.899  -0.860  -2.041
C  3.917  -0.751  -2.984
C  2.573  -0.654  -2.594
C  2.234  -0.671  -1.269
C  3.225  -0.801  -0.275
H  1.203  -0.574  -0.960
H  1.811  -0.568  -3.354
H  4.166  -0.735  -4.034
H  5.936  -0.928  -2.334
H  6.617  -1.078  0.014
H  6.009  -1.140  2.401
H  3.684  -1.013  3.101
H  1.466  -1.797  3.219
H  1.606  -0.018  3.331
H  -0.597  0.250  2.284
H  -1.535  -0.987  -0.439
H  -1.839  0.292  0.739
H  -4.313  1.035  -1.667
C  -1.487  -0.160  -3.141
H  -0.707  -0.885  -2.909
H  -2.458  -0.621  -2.981
H  -1.396  0.084  -4.197
H  0.590  1.533  -3.174
H  2.158  3.151  -1.969
H  1.425  4.523  -1.120
H  1.244  4.357  -2.865

---

Here is a molecular structure, O4PRb2 in a non-equilibrium geometry from the OMol25 dataset. Energies are from wB97M-V/def2-TZVPD.

Its charge is -1. For the highest occupied orbital energy, the calculation gives -1.64 eV. The HOMO-LUMO gap is 2.3 eV. As for the energy relative to the best compared isomer or geometry (same formula, charge and spin): 333.0 kJ/mol.

CARTESIAN COORDINATES (ANGSTROEM)
Rb  -4.858  -3.972  -13.680
Rb  -3.464  -4.677  -11.170
P  -7.144  -6.250  -13.609
O  -7.263  -5.242  -14.788
O  -8.371  -7.322  -13.983
O  -7.552  -5.233  -12.420
O  -5.814  -6.982  -13.428

---

Here is 2 unconnected molecules or ions with the total composition C4H12 in a non-equilibrium geometry from the OMol25 dataset. Energies are from wB97M-V/def2-TZVPD.

For the highest occupied orbital energy, the calculation gives -11.69 eV. The HOMO-LUMO gap is 12.9 eV. The SMILES is CC.CC. As for the energy relative to the best compared isomer or geometry (same formula, charge and spin): 21.9 kJ/mol.

CARTESIAN COORDINATES (ANGSTROEM)
C  0.948  -0.396  -2.039
C  1.263  -1.434  -0.951
H  0.212  -0.769  -2.744
H  0.553  0.508  -1.580
H  1.882  -0.179  -2.558
H  1.381  -2.440  -1.340
H  0.536  -1.432  -0.139
H  2.199  -1.096  -0.491
C  -0.929  1.106  2.186
C  -1.335  0.771  0.742
H  -0.954  0.169  2.747
H  0.105  1.420  2.289
H  -1.595  1.785  2.709
H  -1.993  -0.101  0.709
H  -1.852  1.590  0.243
H  -0.422  0.498  0.218

---

Here is a single C18H21N5O5 molecule in a non-equilibrium geometry from the OMol25 dataset. Energies are from wB97M-V/def2-TZVPD.

For the highest occupied orbital energy, the calculation gives -7.94 eV. The HOMO-LUMO gap is 7.1 eV. The SMILES is O=[N+]([O-])c1nn(-c2ccc3c(c2)OCCO3)n(O)/c1=N/CCC1=CCCCC1. As for the energy relative to the best compared isomer or geometry (same formula, charge and spin): 643.4 kJ/mol.

CARTESIAN COORDINATES (ANGSTROEM)
O  1.544  4.083  0.364
N  0.503  3.670  -0.126
O  -0.154  4.264  -0.959
C  0.016  2.433  0.327
N  -1.234  2.088  0.049
N  -1.478  0.927  0.552
C  -2.735  0.328  0.514
C  -3.698  0.906  -0.310
C  -4.965  0.353  -0.379
C  -5.277  -0.772  0.402
C  -4.293  -1.349  1.197
C  -3.024  -0.813  1.258
H  -2.276  -1.270  1.882
H  -4.552  -2.221  1.775
O  -6.525  -1.321  0.413
C  -7.515  -0.494  -0.163
C  -7.003  0.111  -1.468
H  -7.752  0.755  -1.930
O  -5.876  0.924  -1.218
H  -6.733  -0.698  -2.161
H  -8.387  -1.127  -0.331
H  -7.774  0.314  0.534
H  -3.465  1.779  -0.895
N  -0.413  0.503  1.302
C  0.675  1.360  1.057
N  1.809  0.922  1.427
C  3.050  1.615  1.232
H  3.752  1.209  1.964
H  2.937  2.692  1.390
C  3.616  1.400  -0.187
C  4.145  0.010  -0.396
C  5.445  -0.231  -0.497
C  6.046  -1.590  -0.687
C  5.039  -2.699  -0.400
C  3.710  -2.367  -1.068
C  3.131  -1.100  -0.446
H  2.254  -0.771  -1.011
H  2.803  -1.315  0.576
H  3.874  -2.207  -2.136
H  3.006  -3.193  -0.953
H  4.886  -2.783  0.678
H  5.422  -3.655  -0.763
H  6.920  -1.695  -0.039
H  6.404  -1.672  -1.720
H  6.150  0.590  -0.464
H  4.417  2.124  -0.335
H  2.827  1.616  -0.914
O  -0.122  -0.825  1.510
H  0.868  -0.808  1.554

---

Here is 2 unconnected molecules or ions with the total composition C5H13NO in a non-equilibrium geometry from the OMol25 dataset. Energies are from wB97M-V/def2-TZVPD.

For the highest occupied orbital energy, the calculation gives -7.99 eV. The HOMO-LUMO gap is 8.9 eV. The SMILES is C/C=C(\C)NC.O. As for the energy relative to the best compared isomer or geometry (same formula, charge and spin): 201.8 kJ/mol.

CARTESIAN COORDINATES (ANGSTROEM)
C  -0.489  -0.488  -2.558
N  0.081  0.553  -1.652
C  0.324  0.038  -0.318
C  -0.701  -0.157  0.499
C  -0.683  -0.703  1.896
C  1.690  -0.538  -0.109
H  -1.259  0.052  -3.118
H  0.263  -1.029  -3.118
H  -1.146  -1.178  -2.027
H  1.006  0.746  -2.020
H  -1.643  0.207  0.096
H  -0.601  -1.788  1.958
H  0.072  -0.240  2.527
H  -1.646  -0.455  2.348
H  1.927  -1.317  -0.846
H  1.765  -1.043  0.843
H  2.473  0.182  -0.375
H  -0.345  1.887  2.628
H  -0.870  2.973  1.582
O  -0.219  2.298  1.765

---

Here is a molecular structure, C24H28N7O2S3Ti in a non-equilibrium geometry from the OMol25 dataset. Energies are from wB97M-V/def2-TZVPD.

The spin multiplicity is 2. For the highest occupied orbital energy (alpha / beta), the calculation gives -6.74 / -6.73 eV. The expectation value of S² is 0.7604. The HOMO-LUMO gap (alpha / beta) is 6.0 / 5.8 eV. As for the energy relative to the best compared isomer or geometry (same formula, charge and spin): 179.6 kJ/mol.

CARTESIAN COORDINATES (ANGSTROEM)
Ti  -0.168  -0.071  -0.783
C  2.324  -2.231  1.792
C  0.984  -1.544  2.139
N  0.762  -0.278  1.431
C  1.782  0.742  1.718
C  2.198  1.464  0.423
N  2.063  0.567  -0.728
C  3.297  -0.168  -1.051
C  3.738  -1.154  0.033
N  2.682  -2.085  0.393
H  2.227  -3.288  2.048
H  3.115  -1.832  2.436
H  0.962  -1.389  3.226
H  0.149  -2.202  1.893
H  -0.144  0.060  1.777
H  2.652  0.265  2.166
H  1.417  1.476  2.441
H  3.220  1.848  0.516
H  1.539  2.313  0.250
H  1.865  1.144  -1.543
H  4.118  0.544  -1.203
H  3.140  -0.702  -1.989
H  4.052  -0.596  0.917
H  4.626  -1.677  -0.335
H  2.827  -2.975  -0.055
S  -2.159  2.534  -4.323
C  -1.390  1.659  -3.157
S  -2.054  0.255  -2.410
S  0.178  2.068  -2.552
N  -0.879  1.609  0.053
C  -1.286  2.526  0.609
C  -1.760  3.657  1.317
C  -1.723  3.611  2.716
C  -2.146  4.708  3.442
C  -2.610  5.843  2.788
C  -2.663  5.876  1.400
C  -2.241  4.789  0.658
H  -1.389  2.709  3.210
H  -2.125  4.680  4.523
H  -2.935  6.701  3.361
H  -3.041  6.756  0.898
H  -2.274  4.806  -0.424
O  -1.880  0.013  2.214
C  -2.349  -0.724  1.350
C  -3.736  -1.332  1.447
C  -3.867  -2.146  0.172
C  -2.487  -2.061  -0.458
O  -2.144  -2.705  -1.424
N  -1.688  -1.143  0.225
H  -4.472  -0.536  1.552
H  -3.784  -1.940  2.351
H  -4.575  -1.714  -0.536
H  -4.140  -3.188  0.326
N  2.142  -5.580  -4.993
C  1.727  -4.691  -4.394
C  1.253  -3.601  -3.606
C  0.935  -3.804  -2.263
C  0.531  -2.733  -1.502
N  0.467  -1.476  -1.974
C  0.745  -1.292  -3.276
C  1.128  -2.312  -4.118
H  0.999  -4.794  -1.835
H  0.260  -2.871  -0.468
H  0.672  -0.276  -3.647
H  1.334  -2.113  -5.160

---

Here is 13 unconnected molecules or ions with the total composition C40H113N7O13 in a non-equilibrium geometry from the OMol25 dataset. Energies are from wB97M-V/def2-TZVPD.

Its charge is -1. The spin multiplicity is 2. For the highest occupied orbital energy (alpha / beta), the calculation gives 0.37 / -6.80 eV. The expectation value of S² is 0.7505. The HOMO-LUMO gap (alpha / beta) is 1.8 / 8.9 eV. As for the energy relative to the best compared isomer or geometry (same formula, charge and spin): 0.0 kJ/mol.

CARTESIAN COORDINATES (ANGSTROEM)
C  3.651  -4.877  -1.423
C  2.343  -4.635  -1.996
O  1.476  -5.481  -1.257
H  4.516  -4.285  -1.723
H  3.985  -5.913  -1.468
H  3.583  -4.733  -0.344
H  2.286  -5.060  -2.998
H  1.987  -3.625  -1.793
H  1.844  -6.352  -1.424
C  -2.931  2.712  -0.816
C  -2.269  1.271  -0.837
O  -1.787  1.105  -2.123
H  -2.952  2.864  0.263
H  -3.988  2.730  -1.081
H  -2.386  3.497  -1.342
H  -3.005  0.479  -0.697
H  -1.495  1.125  -0.084
H  -1.056  0.486  -2.193
C  2.586  0.851  -4.157
C  2.299  2.090  -3.329
O  2.114  3.210  -4.215
H  1.758  0.624  -4.828
H  2.676  0.074  -3.398
H  3.428  0.878  -4.849
H  3.177  2.375  -2.750
H  1.437  1.939  -2.679
H  1.271  3.024  -4.636
C  -0.621  -2.715  -8.553
C  0.051  -1.864  -7.385
O  -0.886  -1.750  -6.318
H  -0.187  -2.454  -9.519
H  -1.680  -2.521  -8.722
H  -0.509  -3.796  -8.470
H  0.364  -0.865  -7.688
H  0.961  -2.162  -6.864
H  -1.064  -2.588  -5.886
C  1.382  -1.459  5.572
C  1.462  -2.668  6.468
O  2.711  -2.769  7.016
H  2.263  -1.513  4.933
H  1.368  -0.510  6.108
H  0.488  -1.443  4.949
H  1.262  -3.627  5.990
H  0.720  -2.435  7.232
H  3.318  -3.056  6.330
C  4.924  -3.374  2.845
C  5.168  -3.716  4.384
O  3.995  -4.138  5.055
H  4.365  -4.126  2.287
H  5.929  -3.136  2.495
H  4.362  -2.462  2.646
H  5.653  -2.840  4.815
H  5.819  -4.549  4.648
H  4.064  -5.075  5.251
C  -1.582  4.144  7.413
C  -1.685  2.818  6.603
C  -1.660  3.127  5.038
O  -1.835  1.932  4.351
C  -1.564  2.039  2.987
N  -0.589  1.872  6.935
H  -1.674  4.051  8.495
H  -2.153  4.968  6.984
H  -0.563  4.492  7.241
H  -2.685  2.387  6.639
H  -0.623  3.426  4.882
H  -2.160  4.045  4.729
H  -1.788  1.052  2.580
H  -0.591  2.430  2.689
H  -2.258  2.695  2.463
H  -0.647  1.130  6.253
H  -0.811  1.617  7.887
C  -1.711  1.305  -5.726
C  -1.609  2.784  -5.329
C  -3.033  3.353  -5.076
O  -3.505  3.918  -6.324
C  -4.683  4.634  -6.200
N  -0.805  2.739  -4.164
H  -2.167  1.337  -6.716
H  -2.285  0.604  -5.120
H  -0.697  0.941  -5.898
H  -1.119  3.356  -6.116
H  -3.106  4.092  -4.278
H  -3.672  2.501  -4.844
H  -5.216  4.790  -7.138
H  -4.444  5.625  -5.816
H  -5.358  4.315  -5.405
H  -0.693  3.605  -3.656
H  -1.355  2.164  -3.543
C  0.608  3.516  -0.364
C  0.432  5.016  -0.184
C  0.409  5.724  -1.589
O  -0.771  5.337  -2.374
C  -1.054  6.080  -3.541
N  -0.726  5.245  0.530
H  0.878  3.039  0.578
H  1.452  3.218  -0.987
H  -0.200  2.997  -0.879
H  1.307  5.293  0.405
H  1.389  5.602  -2.051
H  0.401  6.803  -1.435
H  -1.502  5.351  -4.215
H  -0.091  6.311  -3.995
H  -1.518  7.041  -3.314
H  -1.486  4.756  0.078
H  -1.011  6.204  0.394
C  3.001  2.031  7.331
C  2.857  2.913  6.113
C  2.735  2.172  4.706
O  2.716  3.181  3.679
C  3.201  2.579  2.531
N  1.687  3.801  6.229
H  2.087  1.454  7.472
H  3.232  2.623  8.216
H  3.865  1.374  7.232
H  3.679  3.627  6.050
H  1.802  1.608  4.711
H  3.646  1.577  4.642
H  2.403  1.931  2.168
H  3.977  1.822  2.643
H  3.677  3.181  1.757
H  0.975  3.246  6.681
H  1.406  3.996  5.278
C  0.185  -4.776  -5.349
C  -1.264  -5.262  -5.103
C  -1.479  -5.268  -3.532
O  -2.757  -5.896  -3.296
C  -2.533  -7.201  -2.738
N  -2.193  -4.304  -5.703
H  0.928  -5.458  -4.934
H  0.107  -3.757  -4.969
H  0.309  -4.750  -6.431
H  -1.440  -6.284  -5.436
H  -1.583  -4.246  -3.168
H  -0.642  -5.605  -2.920
H  -2.202  -7.879  -3.525
H  -3.447  -7.723  -2.456
H  -1.768  -7.311  -1.970
H  -2.756  -4.742  -6.418
H  -2.845  -4.122  -4.954
C  -4.040  -1.042  4.515
C  -3.733  -1.212  3.051
C  -2.704  -2.241  2.668
O  -1.423  -2.167  3.240
C  -0.457  -3.123  2.791
N  -4.996  -1.384  2.436
H  -4.833  -1.750  4.757
H  -4.333  -0.020  4.753
H  -3.150  -1.134  5.137
H  -3.504  -0.208  2.693
H  -2.509  -2.371  1.604
H  -3.107  -3.213  2.953
H  0.410  -3.170  3.450
H  -0.051  -2.984  1.789
H  -0.729  -4.174  2.698
H  -5.659  -1.838  3.048
H  -4.806  -1.974  1.638
C  2.894  -0.336  0.097
C  1.298  -0.216  0.299
C  0.661  -1.236  -0.600
O  0.657  -0.726  -1.925
C  0.130  -1.663  -2.863
N  0.970  -0.268  1.710
H  3.146  -1.326  0.477
H  3.413  0.478  0.603
H  3.193  -0.170  -0.938
H  1.078  0.798  -0.035
H  -0.311  -1.460  -0.160
H  1.220  -2.171  -0.561
H  -0.524  -2.433  -2.454
H  0.994  -2.100  -3.364
H  -0.566  -1.213  -3.571
H  1.333  -1.077  2.194
H  0.046  0.007  2.013

---

Here is 2 unconnected molecules or ions with the total composition C5H13N2S in a non-equilibrium geometry from the OMol25 dataset. Energies are from wB97M-V/def2-TZVPD.

Its charge is +1. For the highest occupied orbital energy, the calculation gives -13.10 eV. The HOMO-LUMO gap is 8.9 eV. As for the energy relative to the best compared isomer or geometry (same formula, charge and spin): 227.9 kJ/mol.

CARTESIAN COORDINATES (ANGSTROEM)
C  0.885  -2.836  2.309
C  1.303  -2.745  0.962
C  0.123  1.670  -2.173
C  -2.175  1.054  -0.302
C  0.337  1.474  -0.776
N  1.316  1.927  -0.144
N  -0.676  0.801  -0.021
S  0.959  -1.683  -0.235
H  1.049  -1.891  2.848
H  1.411  -3.549  2.933
H  2.083  -3.441  0.626
H  -0.246  0.706  -2.665
H  0.994  2.073  -2.809
H  -0.663  2.466  -2.288
H  -2.184  2.112  -0.015
H  -2.413  0.856  -1.301
H  -2.878  0.493  0.217
H  1.927  2.538  -0.610
H  -0.272  -2.954  2.299
H  -0.632  1.178  1.009
H  -0.247  -0.248  0.134